No. 1
An isolated molecule of C20H20N2O2S2. Source: the OMol25 dataset; level of theory: ωB97M-V/def2-TZVPD.

The calculation puts the relative energy (zero: lowest compared OMol25 entry of this formula, charge and spin) at 100.06 kcal/mol. The largest force on an atom is 5.18 eV/A. The value obtained for the HOMO-LUMO gap is 7.5 eV.

Last column: natural (NBO) charge in e.
Geometry (Å):
1 C 3.08659 -0.29755 2.62481  0.596
2 C 0.74184 -0.46655 1.61632  0.183
3 S 0.31208 1.20564 1.98141  0.248
4 H 6.89341 1.38069 0.63087  0.217
5 C -4.80743 0.00084 -2.32290  0.302
6 C 1.87715 -1.13992 2.33576  -0.591
7 H 5.01249 1.38916 2.35995  0.240
8 H -8.44734 2.59191 -1.95637  0.215
9 N 0.00126 -1.47024 1.04792  -0.458
10 H -0.17698 1.79032 4.42227  0.240
11 C 6.12783 0.57208 0.66804  -0.216
12 H -4.15451 1.69776 -3.37811  0.216
13 H 2.08507 -2.11842 1.90202  0.252
14 C -2.18020 -0.18065 -1.51028  0.061
15 H 0.65676 0.31724 4.17290  0.232
16 C 4.43657 -1.61587 0.91509  -0.141
17 C -6.61586 1.50393 -2.21594  -0.061
18 C -2.54188 0.92680 -2.32097  -0.145
19 C -1.03005 -1.15831 0.11688  0.228
20 H 5.65202 -2.70271 -0.47398  0.222
21 N -1.10006 -0.08274 -0.66493  -0.443
22 H -1.92016 1.75524 -2.41471  0.225
23 C 4.27078 -0.46423 1.72460  -0.205
24 C -3.11593 -1.14645 -1.23466  -0.174
25 O 2.98070 0.51669 3.52116  -0.546
26 C -8.12826 1.60226 -2.12393  -0.625
27 C 5.48485 -1.72058 -0.04506  -0.246
28 C 7.40427 -0.54523 -1.26242  -0.646
29 H -6.17767 2.05764 -1.43998  0.172
30 C -3.87575 0.84550 -2.82184  -0.294
31 H 8.32022 -0.44834 -0.60712  0.226
32 H 7.49810 -1.51589 -1.79402  0.223
33 C 6.29377 -0.58372 -0.24396  0.032
34 H 3.84859 -2.62216 1.05688  0.221
35 H 1.52530 -1.49515 3.34977  0.256
36 O -6.18176 0.15441 -2.38052  -0.503
37 C -4.44517 -1.07897 -1.54767  -0.255
38 H -8.65780 0.94663 -1.44098  0.219
39 C 5.11313 0.58298 1.65089  -0.152
40 H 7.32309 0.35204 -1.91746  0.234
41 H -5.14089 -1.76231 -1.15062  0.234
42 H -8.48148 1.40701 -3.15240  0.208
43 C -0.13879 0.91690 3.77605  -0.712
44 H -1.05957 0.31607 3.85729  0.217
45 S -2.31515 -2.34838 -0.24462  0.336
46 H -6.25319 2.13464 -3.06544  0.158


No. 2
A cluster of 3 separate species, C25H52N2O2P in total. Source: the OMol25 dataset; level of theory: ωB97M-V/def2-TZVPD.

The largest force on an atom is 4.45 eV/A. As for the net charge: -1. The value obtained for the HOMO-LUMO gap is 4.9 eV.

Last column: Mulliken charge in e.
Geometry (Å):
1 C 5.06929 0.90561 2.36837  -0.737
2 H -3.36977 1.64637 1.54639  0.166
3 H -0.16862 -1.92855 -1.06281  0.343
4 H -0.02942 5.18476 1.84056  0.100
5 H 3.54156 -0.20582 1.01898  0.116
6 H -0.59363 3.70577 3.77173  0.302
7 C -0.89250 -1.11666 -1.18292  -0.200
8 H -2.81690 -4.31043 -4.72046  0.270
9 H -4.10130 -0.35323 1.08382  -0.268
10 C -4.04957 -3.47337 -7.06641  -1.151
11 H 5.87623 3.52556 -0.05484  0.341
12 C -1.66536 -1.33266 -2.48472  -0.132
13 H -0.98811 -1.27445 -3.33967  0.215
14 C -4.44600 -0.66885 2.12699  0.325
15 C -1.41821 -2.97778 -5.55936  0.261
16 H -1.57540 -1.17332 -0.32911  0.052
17 C 1.49883 3.36611 2.10363  -1.137
18 C 2.60751 2.95926 1.01935  0.483
19 H 4.57036 2.28730 -0.40336  0.335
20 H -3.33374 -5.48066 -6.86768  0.306
21 C -0.17617 0.16242 -1.16317  0.144
22 H 4.30211 3.69123 2.40282  0.329
23 C -2.91306 -4.47043 -6.87555  -0.431
24 C 5.23866 -2.95552 1.65426  -0.457
25 C 5.12558 2.80531 0.44766  -0.712
26 H -1.45052 1.53377 4.05610  0.284
27 H -4.75229 -3.51580 -6.22984  0.307
28 C 4.35639 -0.40858 1.79097  -0.298
29 P -0.17626 3.83309 1.28399  -0.180
30 H -6.53894 -0.31304 -1.24341  0.237
31 H -2.42944 0.68567 -2.75965  0.366
32 C -6.93287 0.02830 -0.22339  -0.784
33 H 1.84691 4.21042 2.79693  0.380
34 H 4.20197 -3.18652 2.07385  0.328
35 C -3.79638 0.28822 3.26515  -0.740
36 H 6.17065 -2.53698 3.68702  0.238
37 H -1.41382 -5.06842 -5.45699  0.318
38 C -1.60889 1.83628 2.95161  -0.189
39 H 3.81670 -0.89894 2.68786  0.288
40 H 1.35851 2.43509 2.77954  0.219
41 H -6.62838 1.08828 0.05262  0.262
42 H -0.26402 2.49127 0.73454  -0.516
43 H -3.07689 -0.27653 3.94468  0.399
44 H -8.08077 0.00487 -0.25147  0.323
45 C -3.17942 1.65015 2.66932  -0.448
46 H 6.45626 1.02883 0.54203  0.263
47 C 5.41244 -1.44570 1.14656  -0.548
48 C 4.05505 3.66388 1.27752  -0.813
49 H 6.19335 -4.30034 3.20193  0.344
50 H -3.67449 -2.45044 -7.14949  0.347
51 C 6.36051 -3.23835 2.79938  -1.058
52 H 3.99797 4.75405 0.90421  0.363
53 H -2.23566 -4.41386 -7.73362  0.301
54 H -4.17536 -1.76610 2.35134  0.227
55 H 0.48966 4.31157 0.07763  0.149
56 H -0.95440 1.13649 2.32520  0.147
57 H -3.50789 -0.38154 -1.84198  0.119
58 H 7.41837 -3.06783 2.41640  0.289
59 H 6.78483 2.25177 1.86518  0.317
60 H -3.70062 2.52810 3.20321  0.284
61 H -4.68431 0.59528 3.93686  0.284
62 H -4.59977 -3.70106 -7.98228  0.331
63 H -1.45016 4.20849 0.64129  0.127
64 H -2.08491 -2.34468 -2.47813  0.179
65 N 0.37880 1.17021 -1.14157  -0.384
66 H 6.45372 -1.06404 1.45336  0.261
67 C 5.93902 1.72421 1.30453  -0.548
68 C -2.13660 -4.25560 -5.57567  -0.357
69 H 5.81074 0.53595 3.17547  0.362
70 C -1.19811 3.38795 2.84828  -1.174
71 H 5.49512 -3.70297 0.81408  0.278
72 O -6.68333 -2.21687 0.69872  -0.557
73 C -2.80303 -0.33774 -2.67760  -1.064
74 N -0.85807 -1.97329 -5.54359  -0.489
75 H 2.33782 3.20748 -0.05873  0.450
76 H -2.16780 3.99425 2.82684  0.419
77 C -6.48018 -0.99828 0.94113  0.585
78 O -5.90145 -0.57457 2.16147  -0.357
79 H 2.79644 1.83530 1.07361  -0.653
80 H 5.27304 -1.40682 0.01530  0.270
81 H 4.28693 1.51595 2.92392  0.312
82 H -3.35113 -0.56643 -3.59528  0.337


No. 3
A cluster of 5 separate species, C4H16O4 in total. Source: the OMol25 dataset; level of theory: ωB97M-V/def2-TZVPD.

The calculation puts the relative energy (zero: lowest compared OMol25 entry of this formula, charge and spin) at 11.39 kcal/mol. The largest force on an atom is 2.52 eV/A. As for the expectation value of S²: 0.7504. As for the multiplicity: 2. As for the net charge: -1. The value obtained for the HOMO-LUMO gap (spin up / spin down) is 3.0 / 9.3 eV.

Last column: natural (NBO) charge in e.
Geometry (Å):
1 H -0.81303 0.96362 1.61857  0.220
2 H -0.88148 0.90786 -3.28639  0.445
3 H 1.36397 0.20635 -1.23360  0.244
4 H 0.25355 -0.19114 0.80998  0.192
5 H 2.55401 0.36673 -0.00269  0.219
6 C 1.89887 0.96154 -0.64347  -0.685
7 H -0.97647 -0.62243 -3.03862  0.418
8 O 0.44465 -3.44755 -0.05984  -1.026
9 H -0.50303 -2.00828 3.39565  0.467
10 O -1.32230 0.24602 -2.74161  -1.111
11 H -2.39052 -2.33178 -0.46760  0.296
12 H -1.94846 -1.00948 -0.80145  0.467
13 H -1.68884 -1.81136 2.38444  0.490
14 H -0.21430 -2.70653 -0.10725  0.491
15 C 0.10129 0.88048 1.02417  -0.441
16 H 0.03246 -3.98016 -0.75153  0.436
17 H 2.62133 1.61403 -1.12514  0.201
18 O -1.58760 -1.77466 -0.29631  -1.333
19 O -1.34350 -1.56896 3.25569  -0.980
20 H 0.18144 3.42556 1.25120  0.214
21 H 0.53642 3.50159 -0.51071  0.205
22 H 1.87802 3.58315 0.57573  0.198
23 C 0.89061 3.15542 0.45079  -0.645
24 C 0.91294 1.63999 0.30000  0.018